76
Properties=species:S:1:pos:R:3:forces:R:3 method="wB97M-V/def2-TZVPD" multiplicity=2 orbital_gap_ev="6.23 / 6.25" total_energy_ha=-2452.28079 homo_ev="-7.19 / -7.26"
Hg -2.26869 -0.88184 0.98265 0.05 0.42 -1.78
C 0.25925 0.68807 -1.10003 -0.73 -1.66 0.54
O -0.86911 0.04702 -0.56470 -0.49 0.20 0.03
H 0.67465 1.54137 -0.56392 -0.21 0.52 0.20
H 1.05548 -0.05602 -1.12128 0.73 -0.07 -0.21
H 0.04185 0.94062 -2.13784 0.11 0.50 -0.24
C 3.17684 1.66258 3.64858 -0.60 -0.70 2.34
C 2.47904 1.30176 2.52501 -1.11 -0.20 0.27
C 1.12259 0.88686 2.61895 0.56 -0.93 0.00
C 0.53679 0.69171 3.86878 0.37 1.02 0.60
C 1.24287 1.05493 5.01865 0.60 -0.56 0.31
C 2.56997 1.46189 4.94968 -0.35 0.84 -1.95
N -0.86229 0.17760 4.04981 -0.19 0.04 0.81
O -1.35035 -0.24493 3.00298 0.36 0.46 2.64
O -1.42147 0.18533 5.18179 1.58 0.03 -3.14
H 4.20051 2.00174 3.58972 0.07 -0.01 -0.04
H 2.99708 1.27034 1.57788 -0.31 0.23 -0.23
H 0.63974 0.55549 1.71151 -0.36 0.05 -0.12
H 0.81433 0.90639 5.99880 -0.28 0.04 -0.05
H 3.05644 1.73031 5.87581 0.29 -0.05 -0.11
C 2.39670 -6.68185 0.04089 -0.50 -0.13 0.09
C 1.17988 -6.41230 0.71655 2.11 -0.04 -0.33
C 0.84809 -5.10096 0.92194 -1.48 0.58 1.30
C 1.61449 -4.03814 0.50891 1.23 -0.57 -1.18
C 2.80223 -4.31818 -0.19895 -0.42 -0.10 0.52
C 3.23522 -5.66947 -0.41268 -1.69 1.85 0.23
N 1.20631 -2.61861 0.81856 -2.49 -1.16 0.37
O 2.08235 -1.80298 0.88753 -0.02 0.39 -0.09
O -0.02789 -2.41770 1.03733 3.26 -0.74 -0.39
H 2.66258 -7.71168 -0.14660 0.14 -0.12 0.09
H 0.65779 -7.19727 1.24346 -0.28 -0.07 -0.39
H -0.01235 -4.88720 1.53867 -0.26 0.11 -0.07
H 3.32654 -3.43563 -0.53450 0.49 -0.21 -0.19
H 4.12369 -5.85580 -0.99774 0.05 -0.08 0.15
C -3.03531 2.70055 -4.73334 0.68 -0.83 0.59
C -2.91297 3.41303 -5.89388 -0.74 -0.67 -0.79
C -2.17369 4.53199 -5.99204 0.44 1.19 -1.18
C -1.48082 4.99858 -4.91168 0.03 -0.84 1.55
C -1.51177 4.27188 -3.68999 -0.85 -0.83 -0.68
C -2.30356 3.06556 -3.59467 0.44 1.90 -1.17
N -0.60162 6.16664 -5.03512 1.23 -0.13 -1.09
O -0.25137 6.51652 -6.18568 -0.91 -0.37 2.17
O -0.16716 6.62415 -3.99229 -0.21 0.29 -0.72
H -3.55873 1.76018 -4.82368 -0.23 -0.07 0.57
H -3.32113 3.11917 -6.84963 -0.55 -0.55 0.27
H -2.17977 4.93629 -6.99348 0.56 0.74 0.26
H -0.89589 4.62416 -2.87574 -0.11 -0.09 0.12
H -2.35701 2.44819 -2.71013 0.26 0.19 0.20
C -0.10947 4.74644 5.12588 -0.28 -0.65 -0.61
C 0.56454 4.93348 3.93020 0.32 0.08 -0.14
C 0.10825 4.41316 2.73182 0.26 -0.26 -0.72
C -1.01642 3.58258 2.66562 0.27 0.41 0.81
C -1.72091 3.40019 3.84076 0.51 -0.35 0.68
C -1.24137 3.95900 5.05669 -1.01 -0.38 -0.55
N -1.48829 2.96329 1.38465 -2.18 -1.43 1.01
O -2.22318 1.92554 1.44244 1.99 2.84 0.27
O -1.25996 3.58817 0.38849 0.38 -0.10 -0.56
H 0.25851 5.14281 6.06070 -0.03 0.02 0.01
H 1.51273 5.45029 3.91410 -0.03 0.26 -0.02
H 0.70215 4.65689 1.86332 -0.16 -0.27 -0.29
H -2.57308 2.73675 3.84736 -0.16 0.07 0.04
H -1.81787 3.75130 5.94602 -0.04 -0.02 0.09
C 0.92975 -4.80338 -3.62025 0.28 -0.80 0.94
C 0.25077 -5.84945 -2.97690 1.35 0.64 -1.01
C -0.82035 -5.61616 -2.18285 -1.09 -0.41 1.35
C -1.27095 -4.31142 -1.94867 2.33 2.84 -1.45
C -0.52382 -3.24974 -2.51445 0.89 -0.26 -0.29
C 0.60935 -3.49963 -3.33714 -0.81 -0.58 0.60
N -2.45822 -3.92586 -1.18923 -0.26 1.40 -0.17
O -2.72104 -2.71255 -0.83899 0.86 -4.15 -1.31
O -3.16810 -4.89535 -1.07450 -1.33 0.47 1.19
H 1.84851 -5.08512 -4.11311 0.01 0.28 -0.42
H 0.73750 -6.81153 -3.03934 -0.50 -0.33 -0.01
H -1.17889 -6.48151 -1.64524 -0.63 0.22 0.10
H -0.68917 -2.20322 -2.30506 -0.68 0.05 0.40
H 1.31842 -2.75501 -3.66753 -0.50 0.54 -0.02



85
Properties=species:S:1:pos:R:3:forces:R:3 method="wB97M-V/def2-TZVPD" orbital_gap_ev=6.33 total_energy_ha=-3773.51786 homo_ev=-8.54
C 3.36553 6.78677 2.62652 -1.21 0.04 -0.18
C 2.67333 6.29891 1.21909 0.05 0.51 2.18
Cl 3.85664 5.11911 0.45036 -1.12 0.85 0.14
C 1.28396 5.56927 1.65908 1.19 1.04 -0.07
N 0.59806 4.88896 0.51571 -0.88 -0.66 -1.22
C 0.54343 3.38415 0.57410 1.79 -1.71 -0.02
O 1.18512 2.55070 -0.12086 -2.92 4.25 3.54
C -0.49438 3.17701 1.78211 -2.73 -0.06 2.23
C -0.67065 2.05064 2.85103 -2.48 3.83 -0.57
C -1.83455 2.28365 3.91970 1.03 1.88 -2.63
N -2.01454 1.21952 4.96451 -3.66 -1.53 -2.80
C -3.04813 0.46951 4.68280 -3.65 0.82 -0.53
O -4.16667 -0.05516 4.45586 7.47 2.74 1.63
C -2.75739 3.58956 3.89265 2.85 0.01 -1.42
S -4.01852 3.73272 5.23361 0.41 -0.14 -0.62
C -2.55790 4.71671 2.77466 2.47 -4.70 -0.35
S -3.55607 6.26765 2.69281 3.97 6.43 0.14
O -2.96162 7.21796 3.73711 -2.01 -3.84 -2.05
O -3.51612 6.99854 1.37777 -0.76 -3.49 2.59
C -5.35969 6.06896 3.15523 -2.53 -0.35 1.40
F -5.90974 4.77697 2.89129 1.47 3.10 0.90
F -5.48085 6.47193 4.54600 0.12 -1.55 -3.77
C -6.29074 7.14471 2.34019 -1.20 1.57 0.53
F -7.57894 7.10880 3.00498 3.38 -0.08 -2.27
F -6.43280 6.83432 0.96386 0.36 1.12 4.17
F -5.79723 8.48402 2.57571 -1.36 -4.02 -1.20
C -1.41646 4.45681 1.74014 -0.99 -1.97 1.61
C -0.86256 5.26585 0.47201 -1.06 1.66 -1.43
O -1.40021 5.98346 -0.40441 2.39 -3.38 4.24
H 4.08362 5.98934 3.03373 -1.05 1.36 -0.71
H 3.85106 7.82195 2.50584 -0.53 -1.80 0.19
H 2.48062 6.90404 3.37258 1.63 -0.07 -1.04
H 2.51562 7.24700 0.59681 0.14 -1.86 0.42
H 0.60125 6.42579 2.05657 1.10 -1.56 -0.57
H 1.55903 4.86012 2.51859 -0.60 0.86 -1.20
H 0.02291 1.14189 2.85105 -1.32 1.43 0.12
H -3.64218 4.67502 6.18786 0.53 -0.52 -1.27
C -0.36087 -1.35223 -1.51956 -0.12 0.23 -0.57
O -0.24072 -1.35972 -0.30297 -0.12 0.33 -0.02
N -0.72048 -0.26891 -2.27042 0.19 -0.80 0.52
C -0.84294 -0.33680 -3.71337 -0.01 0.32 0.05
C -0.98806 0.98855 -1.60215 0.18 -0.21 0.20
H -0.18045 -2.25594 -2.12219 -0.01 0.13 0.02
H -0.14734 0.37791 -4.16230 -0.01 -0.08 -0.13
H -1.86552 -0.07769 -3.99407 0.22 -0.08 -0.25
H -0.61374 -1.33893 -4.08070 -0.04 0.08 0.15
H -0.09401 1.29961 -1.05476 -0.40 -0.07 -0.15
H -1.80510 0.84621 -0.88804 0.00 0.17 0.05
H -1.26241 1.75803 -2.32615 0.03 -0.16 0.00
C -4.11458 -0.90023 -3.00126 -0.34 -0.44 0.09
O -3.86836 -0.95184 -4.19491 -0.36 -0.20 0.38
N -4.86960 -1.80404 -2.31041 0.52 0.75 -0.25
C -5.11773 -1.67385 -0.88921 -0.05 -0.18 -0.18
C -5.44106 -2.93020 -3.02208 0.14 0.10 -0.28
H -3.72869 -0.08515 -2.36769 -0.03 -0.04 0.12
H -4.73018 -2.55874 -0.37767 -0.06 0.12 0.16
H -6.19548 -1.59785 -0.72148 0.07 0.01 0.19
H -4.62929 -0.78486 -0.48553 -0.01 -0.09 -0.12
H -4.63500 -3.51344 -3.47451 -0.18 -0.06 -0.04
H -6.09259 -2.55752 -3.81675 0.02 -0.19 0.00
H -6.01507 -3.56205 -2.34250 0.11 0.15 -0.01
C 1.52820 -5.10716 -2.40232 0.53 0.06 0.34
O 0.77030 -4.17442 -2.60656 0.27 -0.10 0.06
N 2.69906 -5.03237 -1.70569 -0.78 -0.25 -0.47
C 3.55066 -6.18731 -1.50297 -0.08 0.30 0.04
C 3.10366 -3.75551 -1.15039 -0.33 0.14 -0.10
H 1.31352 -6.11923 -2.78095 0.09 -0.04 0.04
H 3.65784 -6.36540 -0.42914 0.10 -0.14 -0.04
H 4.53156 -5.98609 -1.93968 -0.05 -0.24 0.04
H 3.12634 -7.07608 -1.97233 0.09 0.18 0.00
H 2.33291 -3.40583 -0.45841 0.13 0.16 -0.04
H 3.20272 -3.02847 -1.96077 0.03 0.08 0.18
H 4.05467 -3.85044 -0.62381 -0.12 -0.10 -0.10
C 5.96097 -8.83488 -1.94120 0.40 0.22 -0.01
O 5.20496 -8.36443 -2.77285 0.41 -0.03 0.19
N 7.18960 -8.33292 -1.61712 -0.77 -0.49 -0.02
C 8.03369 -8.94974 -0.61422 0.02 0.21 -0.16
C 7.66424 -7.14456 -2.29879 -0.26 -0.02 -0.19
H 5.69704 -9.73715 -1.36637 0.09 -0.01 0.06
H 8.22912 -8.22553 0.18100 0.11 -0.17 0.07
H 8.97825 -9.24672 -1.07761 0.02 -0.06 0.20
H 7.55319 -9.83104 -0.18515 -0.01 0.12 -0.10
H 6.96237 -6.32587 -2.12101 0.16 0.05 -0.12
H 7.70747 -7.34187 -3.37300 0.04 0.19 0.05
H 8.65463 -6.86445 -1.93668 -0.14 -0.11 0.02



51
Properties=species:S:1:pos:R:3:forces:R:3 method="wB97M-V/def2-TZVPD" orbital_gap_ev=8.58 total_energy_ha=-1973.81426 relative_energy_kcal_mol=347.42 homo_ev=-8.14
C -4.79126 2.32847 3.27151 0.17 4.74 -2.60
C -4.36503 1.16020 4.02972 2.41 -1.81 -1.69
H -5.10954 0.94531 4.80935 1.19 -0.22 0.32
H -4.26469 0.32100 3.23608 -0.11 0.93 1.88
O -2.82948 1.38022 4.56797 -4.59 -1.17 -1.32
C -1.87271 1.02655 3.71054 -0.54 2.07 -0.21
O -1.90767 0.63052 2.55601 -1.24 0.15 1.66
C -0.64383 1.45070 4.41037 1.55 -5.85 2.70
C 0.51427 0.71902 3.76096 1.53 -0.19 2.44
C 1.66430 0.22606 4.46644 -3.17 0.95 -4.15
N 2.38109 -0.40125 3.44492 3.17 -0.32 5.32
C 2.09111 -0.35981 2.21463 -0.23 0.52 3.87
N 3.03718 -0.88172 1.45546 -4.07 -1.36 -7.51
C 2.49262 -1.29212 0.03578 15.02 0.78 1.74
O 3.53782 -1.47080 -0.72677 -4.40 -0.10 2.44
N 1.30791 -1.31333 -0.34676 -1.31 2.16 4.39
C 0.98936 -1.68030 -1.51928 -5.95 -2.35 -11.27
C -0.26222 -0.94069 -2.18570 -3.83 4.01 1.17
C -0.76680 -0.92643 -3.51636 9.26 -7.96 1.42
C -1.78198 -0.47275 -4.10169 -4.51 6.85 6.74
C -2.41732 0.58077 -3.35834 -3.33 -2.42 -4.79
C -2.19311 0.53182 -2.08596 -2.92 7.63 5.28
C -1.15573 -0.00858 -1.47090 5.82 -4.95 1.78
H -0.86216 0.03318 -0.42552 -0.89 0.88 0.12
H -2.77313 1.62783 -1.49947 1.62 -3.85 -1.16
H -3.36077 1.07727 -3.67020 1.13 -0.05 -0.34
H -1.82568 -0.53210 -5.01667 -1.16 -0.99 -9.31
H -0.21943 -1.65010 -4.20626 -0.13 0.81 0.80
C 0.51997 -3.24814 -1.53505 -3.74 6.26 0.12
F -0.55567 -3.28254 -0.58783 1.41 -0.59 -1.20
F 0.00425 -3.62418 -2.70170 0.98 -0.98 0.89
F 1.52822 -3.75555 -1.03575 3.00 -4.72 1.13
C 2.00689 -1.48570 -2.62765 5.05 -2.24 -1.36
O 2.59895 -2.38219 -3.27217 -3.01 2.00 1.32
O 2.46994 -0.23085 -2.73127 -6.47 -0.16 3.67
C 3.31566 0.07103 -3.64717 9.63 1.86 3.34
C 3.72675 1.74161 -3.68245 -3.05 -6.47 -2.35
H 2.71723 1.79003 -4.01880 -0.69 2.32 -0.64
H 3.84487 1.95609 -2.70246 0.96 1.20 2.72
H 4.46032 1.69363 -4.43959 0.92 0.95 -0.43
H 3.31054 -0.49775 -4.43471 -1.26 -2.09 -5.50
H 4.33060 -0.68677 -3.25848 -1.49 2.41 -0.71
H 0.63060 -1.25348 0.31999 -2.62 0.16 2.20
H 3.95341 -1.22627 1.67818 -0.15 0.03 0.33
S 0.52781 0.33167 2.00216 0.08 0.91 0.93
H 1.87754 0.35905 5.61446 -0.13 -0.64 -2.81
H -0.75109 1.00453 5.63792 0.33 0.97 -3.61
H -0.44603 2.41509 4.65438 -0.02 3.24 -0.19
H -4.79824 3.33696 3.86671 -0.50 -2.00 -0.69
H -5.76642 2.18622 2.69256 0.94 0.00 1.37
H -4.11919 2.67854 2.36885 -0.69 -1.29 1.75